1.
Computed, not measured: a 18-piece molecular cluster, C27H25Cl51IO7PS overall, with wB97M-V/def2-TZVPD.

Last column: Löwdin charge in e.
Atoms and positions in Å:
O1 3.24 0.97 0.20  0.014
C1 1.98 1.00 0.06  -0.362
O2 1.18 0.30 1.01  0.024
C2 1.28 1.85 -1.14  -0.068
C3 -0.22 1.29 -1.26  -0.086
C4 -0.39 -0.07 -1.73  0.032
C5 -1.90 -0.56 -1.88  -0.236
O3 -2.15 -1.49 -2.70  0.025
C6 -3.12 0.10 -1.06  -0.084
C7 -4.42 -0.80 -0.86  -0.197
C8 -4.88 -1.00 0.66  -0.806
O4 -6.08 -0.73 0.97  -0.091
I1 -3.50 -1.66 2.20  0.811
C9 -2.94 1.43 -0.59  -0.126
P1 -4.30 2.34 0.34  0.382
O5 -5.81 1.97 -0.40  -0.247
O6 -4.10 4.03 0.06  -0.259
S1 -4.29 2.03 2.26  0.269
C10 -1.52 2.16 -0.88  -0.222
O7 -1.35 3.39 -0.80  0.053
H1 1.15 0.86 1.82  0.133
H2 1.89 1.69 -2.11  0.049
H3 1.28 2.94 -0.80  0.100
H4 0.48 -0.73 -2.03  0.075
H5 -4.16 -1.87 -1.23  0.028
H6 -5.29 -0.47 -1.54  0.031
H7 -6.47 1.75 0.29  0.073
H8 -3.46 4.34 0.74  0.056
C11 5.93 1.63 2.18  -1.533
Cl1 6.92 2.58 1.06  0.519
Cl2 6.96 0.81 3.37  0.485
Cl3 4.76 2.68 3.00  0.524
H9 5.39 0.88 1.62  -0.042
C12 6.09 -3.24 2.57  -1.506
Cl4 6.23 -4.75 1.67  0.555
Cl5 5.41 -1.96 1.55  0.551
Cl6 5.09 -3.46 4.01  0.559
H10 7.08 -2.93 2.89  0.018
C13 -2.61 2.66 5.94  -1.540
Cl7 -3.39 1.09 5.70  0.499
Cl8 -1.32 2.90 4.75  0.495
Cl9 -3.81 3.96 5.84  0.516
H11 -2.17 2.67 6.93  0.014
C14 -7.55 1.02 -4.40  -1.551
Cl10 -7.49 1.24 -6.16  0.517
Cl11 -8.76 -0.19 -3.97  0.508
Cl12 -5.96 0.56 -3.78  0.548
H12 -7.83 1.97 -3.95  -0.117
C15 2.75 0.59 -5.30  -1.502
Cl13 2.91 -0.90 -6.25  0.534
Cl14 2.08 1.89 -6.29  0.536
Cl15 1.73 0.31 -3.88  0.639
H13 3.74 0.89 -4.96  0.021
C16 -6.94 -3.95 -1.83  -1.468
Cl16 -6.20 -3.92 -0.21  0.559
Cl17 -6.61 -2.45 -2.72  0.526
Cl18 -6.35 -5.34 -2.75  0.490
H14 -8.02 -4.04 -1.71  0.018
C17 1.99 -3.54 6.00  -1.556
Cl19 0.69 -4.54 5.33  0.513
Cl20 1.60 -1.82 5.84  0.518
Cl21 2.29 -3.96 7.70  0.523
H15 2.90 -3.74 5.43  -0.060
C18 3.34 -4.61 -0.84  -1.552
Cl22 3.67 -4.85 -2.56  0.524
Cl23 2.42 -3.12 -0.59  0.512
Cl24 2.47 -6.00 -0.17  0.519
H16 4.29 -4.51 -0.32  -0.049
C19 10.09 4.07 -1.17  -1.555
Cl25 9.40 2.69 -2.03  0.507
Cl26 11.59 3.60 -0.36  0.520
Cl27 10.38 5.42 -2.28  0.516
H17 9.38 4.39 -0.41  0.000
C20 -0.82 -8.44 5.21  -1.542
Cl28 -1.57 -10.03 5.00  0.522
Cl29 0.50 -8.22 4.05  0.506
Cl30 -2.02 -7.15 5.03  0.502
H18 -0.40 -8.39 6.21  0.017
C21 -9.34 -3.52 -6.03  -1.493
Cl31 -8.34 -2.65 -7.20  0.497
Cl32 -8.32 -4.25 -4.78  0.513
Cl33 -10.54 -2.43 -5.30  0.499
H19 -9.87 -4.31 -6.55  0.017
C22 -2.46 -5.50 -0.35  -1.489
Cl34 -3.76 -6.51 -1.01  0.514
Cl35 -2.84 -3.78 -0.52  0.514
Cl36 -2.18 -5.91 1.35  0.511
H20 -1.55 -5.71 -0.91  0.019
C23 8.99 1.44 6.70  -1.537
Cl37 9.13 -0.07 5.77  0.508
Cl38 8.31 2.72 5.69  0.467
Cl39 7.99 1.19 8.14  0.531
H21 9.98 1.74 7.02  -0.024
C24 -5.26 -0.67 -9.02  -1.520
Cl40 -6.56 -1.71 -9.64  0.499
Cl41 -5.67 1.03 -9.25  0.513
Cl42 -4.96 -1.01 -7.31  0.507
H22 -4.36 -0.89 -9.58  0.016
C25 10.64 5.90 6.15  -1.520
Cl43 9.49 5.73 4.82  0.506
Cl44 10.91 4.34 6.95  0.530
Cl45 12.17 6.57 5.56  0.528
H23 10.23 6.59 6.89  0.019
C26 -7.27 5.47 -3.03  -1.502
Cl46 -7.12 3.90 -3.85  0.609
Cl47 -7.95 6.68 -4.13  0.531
Cl48 -8.28 5.31 -1.58  0.534
H24 -6.28 5.79 -2.72  0.020
C27 4.59 5.80 -0.27  -1.538
Cl49 3.84 4.22 -0.52  0.538
Cl50 5.89 6.06 -1.44  0.517
Cl51 3.38 7.09 -0.39  0.528
H25 5.02 5.82 0.73  0.013

## Properties
E_HOMO = -8.985 eV

2.
Computed, not measured: C27H25ClN6O8Tl as an isolated structure, with wB97M-V/def2-TZVPD.

Last column: Löwdin charge in e.
Atoms and positions in Å:
Tl1 0.01 0.40 0.40  1.119
O1 -6.16 -1.14 1.00  0.062
C1 -4.85 -0.83 1.18  -0.282
C2 -4.38 0.47 1.09  0.060
C3 -3.02 0.68 1.26  -0.178
N1 -2.17 -0.31 1.51  0.110
C4 -2.64 -1.55 1.70  -0.146
C5 -3.97 -1.86 1.51  0.068
C6 -1.68 -2.64 2.23  -0.648
O2 -2.13 -3.79 2.23  -0.003
O3 -0.58 -2.24 2.68  -0.073
C7 -2.46 2.11 1.26  -0.616
O4 -3.26 3.02 1.36  0.036
O5 -1.18 2.20 1.23  -0.108
H1 -6.64 -0.33 0.78  0.102
H2 -5.02 1.33 0.91  0.127
H3 -4.31 -2.87 1.65  0.126
N2 0.38 0.36 2.69  -0.015
C8 1.68 0.58 3.32  -0.226
C9 2.66 -0.53 2.95  -0.175
C10 3.14 -0.47 1.51  -0.230
N3 2.08 -0.87 0.58  -0.001
H4 -0.28 1.10 2.91  0.084
H5 -0.04 -0.56 2.91  0.048
H6 1.57 0.62 4.41  0.115
H7 2.07 1.54 2.98  0.108
H8 2.20 -1.50 3.15  0.115
H9 3.53 -0.45 3.61  0.110
H10 4.02 -1.11 1.39  0.113
H11 3.43 0.55 1.26  0.107
H12 1.77 -1.82 0.76  0.049
H13 2.37 -0.81 -0.39  0.066
Cl1 5.32 5.77 -2.18  0.599
C11 4.25 4.62 -1.41  -0.687
C12 3.87 4.81 -0.07  -0.112
C13 3.02 3.93 0.53  -0.002
C14 2.47 2.78 -0.14  -0.353
O6 1.66 2.05 0.50  -0.128
C15 2.90 2.61 -1.50  -0.125
C16 2.55 1.49 -2.35  -0.225
O7 1.95 0.48 -2.05  -0.006
C17 3.77 3.55 -2.10  -0.093
H14 4.25 5.67 0.47  0.100
H15 2.69 4.08 1.55  0.114
H16 2.91 1.60 -3.40  0.120
H17 4.05 3.40 -3.14  0.105
C18 -1.35 0.97 -3.69  -0.011
C19 -1.39 -0.23 -4.29  -0.091
C20 -1.26 -1.43 -3.53  -0.063
C21 -1.06 -1.34 -2.18  -0.241
N4 -1.02 -0.16 -1.52  0.080
C22 -1.21 1.04 -2.24  -0.576
C23 -0.86 -2.59 -1.40  -0.206
C24 -1.52 -3.76 -1.77  -0.013
C25 -1.27 -4.92 -1.06  -0.056
C26 -0.38 -4.88 0.01  -0.056
C27 0.18 -3.66 0.33  -0.148
N5 -0.04 -2.54 -0.35  0.106
H18 -1.46 1.90 -4.23  0.106
H19 -1.50 -0.29 -5.37  0.099
H20 -1.25 -2.39 -4.02  0.091
H21 -0.38 2.92 -2.19  0.127
H22 -2.24 -3.75 -2.57  0.108
H23 -1.78 -5.84 -1.31  0.105
H24 -0.19 -5.74 0.62  0.109
H25 0.80 -3.57 1.22  0.106
O8 -2.06 1.99 -1.57  0.000
N6 -0.60 2.14 -1.58  0.095

## Properties
E_HOMO = -4.915 eV
net charge = -1

3.
Computed, not measured: an isolated molecule of C27H26Br2N2O2, with wB97M-V/def2-TZVPD.

Last column: natural (NBO) charge in e.
Atoms and positions in Å:
C1 -1.19 -1.65 2.29  -0.634
C2 -2.04 -0.43 2.07  0.025
C3 -1.47 0.83 1.78  0.047
N1 -0.03 0.95 1.70  -0.343
C4 0.84 0.45 0.78  0.541
N2 2.07 0.59 1.28  -0.315
C5 3.33 0.17 0.68  -0.419
C6 2.01 1.20 2.53  -0.052
C7 0.72 1.40 2.80  -0.049
C8 -2.22 1.99 2.04  0.115
C9 -1.61 3.36 2.12  -0.664
C10 -3.58 1.87 2.33  -0.249
C11 -4.20 0.63 2.42  0.033
C12 -5.69 0.52 2.63  -0.634
C13 -3.41 -0.51 2.34  -0.223
H1 -1.84 -2.53 2.31  0.229
H2 -0.46 -1.78 1.48  0.221
H3 -0.66 -1.61 3.25  0.223
H4 3.18 -0.51 -0.17  0.252
H5 3.89 1.04 0.33  0.240
H6 3.90 -0.36 1.46  0.217
H7 2.90 1.45 3.08  0.243
H8 0.24 1.82 3.66  0.244
H9 -2.43 4.09 2.10  0.232
H10 -1.06 3.52 3.06  0.216
H11 -0.94 3.60 1.29  0.242
H12 -4.16 2.77 2.51  0.217
H13 -5.97 -0.52 2.83  0.218
H14 -6.01 1.14 3.47  0.225
H15 -6.23 0.85 1.74  0.233
H16 -3.85 -1.49 2.54  0.214
C14 1.84 -5.39 -3.97  -0.258
O1 1.57 -5.13 -2.57  -0.499
C15 1.33 -3.85 -2.17  0.326
C16 1.07 -2.77 -3.03  -0.299
C17 0.83 -1.51 -2.49  -0.187
C18 0.94 -1.25 -1.12  0.025
C19 0.54 0.14 -0.60  -0.360
C20 1.08 1.34 -1.45  -0.099
C21 0.49 2.60 -1.26  -0.250
C22 0.75 3.68 -2.07  -0.196
Br1 -0.10 5.34 -1.79  0.043
C23 1.65 3.56 -3.25  0.376
O2 1.83 4.48 -4.05  -0.663
C24 2.29 2.23 -3.37  -0.208
Br2 3.42 1.95 -4.87  0.034
C25 2.04 1.21 -2.47  -0.256
C26 1.18 -2.33 -0.27  -0.235
C27 1.30 -3.62 -0.77  -0.265
H17 2.17 -6.43 -3.99  0.206
H18 0.92 -5.27 -4.57  0.183
H19 2.63 -4.73 -4.37  0.187
H20 1.08 -2.91 -4.11  0.229
H21 0.58 -0.70 -3.17  0.243
H22 -0.57 0.21 -0.58  0.248
H23 -0.21 2.73 -0.43  0.185
H24 2.59 0.28 -2.61  0.215
H25 1.31 -2.20 0.80  0.204
H26 1.43 -4.48 -0.11  0.226

## Properties
E_HOMO = -6.117 eV

4.
Computed, not measured: C27H26BrCoGeI2N3O3 as an isolated structure, with wB97M-V/def2-TZVPD.

Last column: natural (NBO) charge in e.
Atoms and positions in Å:
Co1 0.90 -0.03 -0.42  1.121
C1 1.79 -3.13 3.17  -0.255
O1 0.98 -2.13 2.58  -0.486
C2 -0.19 -1.83 3.17  0.265
C3 -0.67 -2.42 4.33  -0.309
C4 -1.89 -2.01 4.85  -0.077
Br1 -2.51 -2.81 6.45  0.062
C5 -2.65 -1.05 4.23  -0.213
C6 -2.19 -0.47 3.05  -0.129
C7 -0.94 -0.83 2.55  0.316
O2 -0.41 -0.22 1.44  -0.752
C8 -3.08 0.47 2.34  0.366
N1 -4.04 1.14 2.92  -0.447
C9 -4.68 1.81 1.89  0.059
C10 -5.77 2.68 1.94  -0.186
C11 -6.22 3.21 0.74  -0.233
C12 -5.61 2.88 -0.48  -0.208
C13 -4.53 2.03 -0.54  -0.259
C14 -4.08 1.51 0.67  0.171
N2 -3.04 0.66 0.98  -0.558
H1 2.08 -2.85 4.19  0.182
H2 2.67 -3.21 2.55  0.208
H3 1.27 -4.09 3.19  0.181
H4 -0.10 -3.19 4.84  0.237
H5 -3.62 -0.74 4.61  0.256
H6 -0.70 0.71 1.35  0.540
H7 -6.24 2.92 2.88  0.223
H8 -7.07 3.88 0.74  0.214
H9 -6.00 3.31 -1.39  0.214
H10 -4.05 1.79 -1.48  0.217
H11 -2.44 0.19 0.32  0.428
I1 -1.53 4.44 0.52  0.181
C15 -0.43 3.77 -1.11  -0.268
C16 -0.16 4.63 -2.19  -0.215
C17 0.58 4.22 -3.26  -0.178
I2 0.92 5.57 -4.82  0.153
C18 1.12 2.91 -3.30  -0.118
C19 1.91 2.36 -4.33  -0.102
C20 2.37 1.08 -4.24  -0.266
C21 2.05 0.31 -3.11  0.098
N3 1.32 0.79 -2.12  -0.454
C22 0.84 2.07 -2.21  0.087
C23 0.05 2.47 -1.10  0.393
O3 -0.16 1.59 -0.16  -0.870
H12 -0.56 5.64 -2.16  0.238
H13 2.15 2.97 -5.20  0.235
H14 2.97 0.64 -5.02  0.232
H15 2.40 -0.70 -3.00  0.223
C24 2.57 -3.50 -2.72  -1.086
Ge1 3.44 -2.50 -1.27  1.592
C25 4.86 -1.36 -2.03  -1.087
C26 4.33 -3.79 -0.09  -1.081
C27 2.12 -1.53 -0.25  -1.334
H16 3.30 -4.08 -3.28  0.230
H17 2.06 -2.84 -3.42  0.217
H18 1.83 -4.18 -2.31  0.231
H19 5.78 -1.94 -2.15  0.230
H20 5.07 -0.52 -1.37  0.233
H21 4.60 -0.96 -3.01  0.215
H22 5.22 -4.20 -0.56  0.228
H23 3.66 -4.62 0.15  0.226
H24 4.63 -3.31 0.85  0.223
H25 2.45 -1.41 0.79  0.231
H26 1.27 -2.24 -0.15  0.214

## Properties
E_HOMO (spin up / spin down) = -8.068 / -8.111 eV
2S+1 = 2

5.
Computed, not measured: C27H26CoN5O5SSe as an isolated structure, with wB97M-V/def2-TZVPD.

Last column: natural (NBO) charge in e.
Atoms and positions in Å:
Co1 0.39 0.48 0.09  1.236
O1 3.19 -0.89 -0.96  -0.714
C1 2.98 -1.39 -2.27  -0.071
C2 2.60 -0.24 -3.18  -0.217
N1 1.33 0.35 -2.83  -0.455
C3 1.14 1.74 -3.18  -0.320
C4 0.16 2.45 -2.24  0.783
O2 -0.48 3.40 -2.69  -0.706
O3 0.09 2.03 -1.04  -0.818
C5 0.18 -0.45 -3.19  -0.345
C6 -0.16 -1.56 -2.19  0.785
O4 -0.56 -2.64 -2.62  -0.709
O5 -0.01 -1.26 -0.96  -0.863
H1 3.02 -1.60 -0.33  0.468
H2 2.20 -2.16 -2.28  0.185
H3 3.90 -1.84 -2.65  0.148
H4 2.60 -0.62 -4.21  0.154
H5 3.37 0.53 -3.11  0.200
H6 0.76 1.87 -4.20  0.176
H7 2.09 2.28 -3.12  0.211
H8 0.29 -0.90 -4.20  0.180
H9 -0.70 0.20 -3.21  0.215
S1 -4.69 -3.96 3.20  0.879
N2 -3.08 -3.91 3.39  -0.601
C7 -2.65 -2.89 2.68  0.136
C8 -1.26 -2.48 2.56  -0.123
C9 -0.19 -3.14 3.17  -0.118
C10 1.08 -2.67 2.95  -0.240
C11 1.27 -1.55 2.13  0.075
N3 0.26 -0.92 1.55  -0.447
C12 -0.99 -1.37 1.76  0.295
C13 -2.06 -0.62 1.11  0.167
N4 -1.68 0.46 0.42  -0.450
C14 -2.58 1.17 -0.23  0.083
C15 -3.94 0.84 -0.21  -0.247
C16 -4.35 -0.26 0.52  -0.139
C17 -3.39 -1.01 1.20  -0.037
C18 -3.69 -2.18 2.01  0.120
N5 -4.89 -2.69 2.23  -0.602
H10 -0.38 -4.00 3.79  0.229
H11 1.94 -3.14 3.41  0.222
H12 2.24 -1.13 1.93  0.236
H13 -2.20 2.03 -0.77  0.258
H14 -4.64 1.44 -0.76  0.225
H15 -5.39 -0.55 0.56  0.227
C19 -0.18 1.68 7.14  -0.619
C20 0.40 1.68 5.75  -0.043
C21 1.65 1.16 5.48  -0.228
C22 2.19 1.16 4.19  -0.087
C23 3.58 0.61 4.01  -0.623
C24 1.45 1.69 3.12  -0.074
Se1 2.19 1.64 1.34  -0.367
C25 0.19 2.26 3.39  -0.063
C26 -0.64 2.96 2.35  -0.647
C27 -0.31 2.23 4.69  -0.224
H16 0.50 1.19 7.84  0.205
H17 -1.13 1.15 7.18  0.208
H18 -0.35 2.70 7.50  0.208
H19 2.24 0.75 6.29  0.189
H20 4.05 0.45 4.98  0.194
H21 4.20 1.29 3.42  0.234
H22 3.57 -0.34 3.48  0.205
H23 -0.26 2.83 1.33  0.260
H24 -0.66 4.04 2.54  0.213
H25 -1.67 2.61 2.39  0.199
H26 -1.28 2.68 4.87  0.191

## Properties
E_HOMO (spin up / spin down) = -4.312 / -4.262 eV
2S+1 = 2
net charge = -1

6.
Computed, not measured: C27H26F5NO4OsPSSe as an isolated structure, with wB97M-V/def2-TZVPD.

Last column: natural (NBO) charge in e.
Atoms and positions in Å:
Os1 -1.42 -0.21 0.02  1.388
S1 -5.55 -0.30 -1.68  0.533
C1 -4.65 0.81 -2.68  -0.246
C2 -5.10 1.53 -3.77  -0.188
C3 -4.21 2.38 -4.39  -0.189
C4 -2.90 2.51 -3.92  -0.182
C5 -2.45 1.79 -2.83  -0.234
C6 -3.34 0.93 -2.21  0.191
N1 -3.10 0.11 -1.09  -0.544
C7 -4.17 -0.56 -0.71  0.103
C8 -4.07 -1.35 0.49  -0.078
C9 -5.09 -2.09 1.06  -0.172
C10 -4.86 -2.76 2.25  -0.192
C11 -3.61 -2.70 2.85  -0.156
C12 -2.58 -1.97 2.27  -0.205
C13 -2.79 -1.28 1.08  -0.293
H1 -6.12 1.43 -4.13  0.237
H2 -4.53 2.96 -5.25  0.234
H3 -2.23 3.19 -4.43  0.231
H4 -1.43 1.89 -2.48  0.252
H5 -6.07 -2.14 0.59  0.225
H6 -5.65 -3.34 2.70  0.234
H7 -3.44 -3.22 3.78  0.232
H8 -1.61 -1.94 2.75  0.219
F1 2.16 -3.36 5.69  -0.262
C14 1.70 -3.37 4.45  0.319
C15 0.52 -4.03 4.16  0.253
F2 -0.15 -4.65 5.13  -0.273
C16 0.04 -4.03 2.87  0.361
F3 -1.10 -4.67 2.63  -0.284
C17 0.72 -3.38 1.82  -0.419
Se1 0.06 -3.37 0.10  0.210
C18 1.92 -2.73 2.16  0.353
F4 2.62 -2.10 1.22  -0.294
C19 2.41 -2.72 3.45  0.298
F5 3.54 -2.09 3.74  -0.282
C20 2.12 2.53 1.96  -0.654
C21 1.84 3.21 0.63  0.295
C22 3.11 3.46 -0.16  -0.642
C23 1.04 4.48 0.80  -0.624
O1 0.95 2.34 -0.19  -0.848
P1 1.01 0.79 -0.33  2.608
O2 0.36 0.11 0.93  -1.039
O3 -0.04 0.40 -1.41  -1.087
O4 2.45 0.35 -0.56  -0.870
C24 3.16 -0.21 -1.77  0.323
C25 2.52 -1.53 -2.13  -0.655
C26 3.04 0.82 -2.87  -0.650
C27 4.58 -0.38 -1.28  -0.632
H9 2.74 3.19 2.57  0.237
H10 2.67 1.60 1.82  0.221
H11 1.19 2.33 2.50  0.229
H12 3.71 4.22 0.36  0.232
H13 2.88 3.83 -1.15  0.223
H14 3.72 2.55 -0.23  0.218
H15 1.58 5.18 1.44  0.227
H16 0.07 4.26 1.25  0.223
H17 0.87 4.96 -0.17  0.223
H18 1.48 -1.40 -2.42  0.229
H19 2.58 -2.23 -1.30  0.238
H20 3.07 -1.94 -2.98  0.232
H21 1.99 1.00 -3.12  0.223
H22 3.52 0.44 -3.77  0.236
H23 3.52 1.76 -2.60  0.223
H24 4.62 -1.08 -0.44  0.232
H25 5.01 0.57 -0.98  0.220
H26 5.19 -0.79 -2.09  0.231

## Properties
E_HOMO (spin up / spin down) = -11.213 / -11.283 eV
2S+1 = 5
net charge = +1